{"formula": "C3H9N2S", "method": "ωB97M-V/def2-TZVPD", "orbital_gap_ev": 9.7, "e_tot_ha": -627.08599, "e_lumo_ev": -4.488, "total_charge": 1, "spin_multiplicity": 1, "symbols": ["C", "C", "C", "N", "N", "S", "H", "H", "H", "H", "H", "H", "H", "H", "H"], "positions_angstrom": [[-0.39492, 0.69798, 0.82196], [-1.39951, 0.64441, -1.21096], [0.81526, 0.50867, 0.06209], [1.61150, -1.45728, 0.44151], [-1.57139, 0.11805, 0.13015], [0.53921, 0.64215, -1.52773], [-0.43089, 0.44212, 1.95157], [-0.52720, 1.80359, 0.85316], [-1.85527, 0.17048, -2.12503], [-1.79800, 1.64694, -1.07779], [1.75395, 0.88262, 0.44277], [0.72734, -1.87167, 0.52254], [2.07099, -1.74730, -0.49055], [2.26361, -1.62539, 1.14218], [-1.80468, -0.85537, 0.06415]], "atomic_forces_ev_per_a": [[-2.933, -0.926, 3.865], [-0.430, -0.179, -0.208], [2.298, -0.028, 0.785], [0.661, 1.318, -4.289], [0.847, 1.150, -1.869], [-1.327, 0.200, -2.015], [0.501, 0.024, -1.920], [-0.077, -0.422, -0.179], [0.259, 0.070, 1.423], [0.784, 0.621, -0.932], [-0.033, -0.018, 0.105], [-1.034, -1.246, 0.485], [-1.158, 0.584, 1.924], [0.941, -0.487, 1.870], [0.701, -0.662, 0.955]], "mulliken_charge": [-0.6871, -0.4545, 0.2349, -0.6446, -0.3010, 0.0059, 0.3479, 0.3089, 0.3862, 0.3011, 0.3657, 0.2746, 0.3252, 0.2720, 0.2649]}

{"formula": "C9H11O3", "method": "ωB97M-V/def2-TZVPD", "orbital_gap_ev": 6.4, "e_tot_ha": -575.28783, "e_lumo_ev": 3.501, "total_charge": -1, "spin_multiplicity": 1, "symbols": ["C", "C", "C", "C", "C", "C", "C", "O", "H", "H", "H", "H", "H", "H", "H", "H", "C", "C", "O", "O", "H", "H", "H"], "positions_angstrom": [[-1.61902, 0.00470, -4.16240], [-0.77334, -1.23123, -0.02341], [0.10130, -0.41496, -0.81607], [-1.89316, -1.79377, -0.77652], [-0.17447, -0.02058, -2.15481], [-2.02506, -1.46703, -2.07782], [-1.35767, -0.39135, -2.73456], [-0.55026, -1.52566, 1.19238], [1.60043, 0.37780, 1.46035], [1.02468, -0.33791, -0.24724], [-2.48734, -2.59048, -0.33878], [0.51362, 0.64779, -2.66704], [-2.67876, -2.11744, -2.68854], [-0.66696, -0.24055, -4.67990], [-1.38653, 1.05638, -4.44989], [-2.47618, -0.46755, -4.63532], [0.54381, 1.67583, 2.80354], [2.01650, 1.58567, 2.77146], [2.74190, 2.14380, 3.55579], [2.48646, 0.72670, 1.82339], [0.29930, 2.39714, 3.59892], [0.18471, 0.64495, 2.97109], [0.16583, 2.05644, 1.85016]], "atomic_forces_ev_per_a": [[2.420, 0.257, -0.702], [-0.810, -0.289, -0.374], [-0.246, -0.469, -0.039], [1.373, -0.010, 1.029], [0.512, 0.447, 2.532], [-1.349, 0.526, -1.912], [-0.137, -1.148, -0.280], [0.216, 0.356, -0.054], [2.030, -0.054, 0.010], [0.400, 0.705, -0.734], [0.143, 0.024, 0.035], [0.047, -0.036, -0.027], [-0.164, 0.693, 0.226], [-0.551, -1.293, -0.431], [-1.685, 0.144, 0.893], [0.015, 0.336, -0.104], [-0.567, 0.435, 0.375], [1.175, -0.317, 0.222], [0.238, -0.032, -0.388], [-2.324, 0.037, -0.042], [-0.250, -0.589, -0.245], [-0.391, 0.532, -0.034], [-0.094, -0.259, 0.045]], "mulliken_charge": [-1.4570, 0.3792, -0.2849, -0.5107, -0.5888, -0.5071, 0.8401, -0.8210, 0.3278, 0.1210, 0.3437, 0.3375, 0.2325, 0.3244, 0.3565, 0.3245, -0.9058, 0.6621, -0.5954, -0.5112, 0.2493, 0.3223, 0.3612]}

{"formula": "C2H3N3OS", "method": "ωB97M-V/def2-TZVPD", "smiles": "[H]/N=c1\\cnon1S", "orbital_gap_ev": 9.3, "e_tot_ha": -715.56442, "e_lumo_ev": 0.239, "spin_multiplicity": 1, "symbols": ["H", "N", "C", "C", "N", "O", "N", "S", "H", "H"], "positions_angstrom": [[-2.15853, 0.49715, -1.25375], [-1.50864, -0.22081, -0.91607], [-0.54480, 0.18683, -0.19549], [-0.24448, 1.34014, 0.70556], [0.86682, 1.14961, 1.31522], [1.45406, 0.01239, 0.83309], [0.51743, -0.68688, 0.07131], [1.27630, -1.61993, -1.11193], [-0.84476, 2.11704, 0.93775], [1.18661, -2.77554, -0.38569]], "atomic_forces_ev_per_a": [[0.197, -0.229, 0.802], [0.143, 0.778, -0.750], [-0.697, -0.400, 0.109], [1.884, -3.317, -0.897], [0.035, 0.130, -0.667], [0.591, 0.627, 1.425], [-0.211, 0.305, -0.500], [-0.293, -0.743, 0.428], [-1.766, 2.410, 0.573], [0.116, 0.440, -0.522]], "mulliken_charge": [0.2290, -0.6129, 0.4806, -0.3035, -0.2894, -0.1021, 0.0665, -0.1085, 0.4735, 0.1668]}

{"formula": "C24H26Cl4N3O2Si2V", "method": "ωB97M-V/def2-TZVPD", "orbital_gap_ev": [6.5, 6.9], "e_tot_ha": -4608.55910, "e_lumo_ev": [-4.497, -4.078], "total_charge": 1, "spin_multiplicity": 2, "symbols": ["V", "C", "Si", "C", "C", "C", "C", "C", "C", "C", "C", "N", "Si", "C", "C", "C", "H", "H", "H", "H", "H", "H", "H", "H", "H", "H", "H", "H", "H", "H", "H", "H", "H", "H", "H", "H", "H", "H", "Cl", "C", "C", "Cl", "C", "Cl", "C", "O", "C", "O", "C", "Cl", "N", "C", "C", "C", "C", "C", "N", "C", "H", "H", "H", "H"], "positions_angstrom": [[-0.40171, -0.44812, -0.74441], [-2.25867, 1.03772, 2.07161], [-0.96205, -0.26986, 2.40267], [-1.64820, -2.01463, 2.43644], [-0.27440, 0.03146, 4.12405], [0.44402, -0.20447, 1.04627], [1.10566, -1.55264, 0.91645], [1.95658, -2.20328, 1.80117], [2.39273, -3.47479, 1.47152], [1.99051, -4.07108, 0.28012], [1.15926, -3.35886, -0.56270], [0.75013, -2.13271, -0.23930], [1.68591, 1.28122, 1.07333], [3.11503, 0.94139, -0.10389], [2.52129, 1.50253, 2.73563], [0.74164, 2.83825, 0.59645], [-3.14591, 0.81601, 2.66853], [-2.58071, 1.13458, 1.03789], [-1.89691, 2.01965, 2.38628], [-2.59338, -1.99005, 2.98501], [-0.97692, -2.66562, 3.00261], [-1.84996, -2.48030, 1.47221], [-1.02925, -0.34478, 4.82128], [-0.11600, 1.08064, 4.36428], [0.64590, -0.51422, 4.33411], [2.24747, -1.72988, 2.72838], [3.04213, -4.01353, 2.14894], [2.30898, -5.06864, 0.01713], [0.78963, -3.75853, -1.49933], [3.70131, 0.08688, 0.24493], [3.77716, 1.80999, -0.06511], [2.87650, 0.76822, -1.15071], [2.94295, 0.58104, 3.13866], [1.89020, 1.94989, 3.49759], [3.35845, 2.18618, 2.56525], [-0.24751, 2.66081, 0.16960], [1.30824, 3.44519, -0.11238], [0.58293, 3.45778, 1.48221], [-6.49950, 1.73609, -2.42518], [-5.18172, 0.79448, -1.86180], [-5.39919, -0.51671, -1.42438], [-6.97560, -1.18786, -1.45883], [-4.33760, -1.30479, -0.95557], [-4.53850, -2.90904, -0.40653], [-3.08967, -0.71096, -0.95257], [-1.93512, -1.34250, -0.50958], [-2.84889, 0.58029, -1.40177], [-1.54819, 0.92110, -1.36682], [-3.90060, 1.36392, -1.86110], [-3.59488, 2.95753, -2.40155], [1.73958, 4.46863, -4.18500], [1.75047, 3.34400, -3.95637], [1.76173, 1.94147, -3.65868], [2.64813, 1.08007, -4.29851], [2.62694, -0.26299, -3.96026], [1.73785, -0.68790, -2.98889], [0.88133, 0.14066, -2.37938], [0.87670, 1.43342, -2.71626], [3.33386, 1.45881, -5.04390], [3.29237, -0.97106, -4.43094], [1.70496, -1.72033, -2.67074], [0.14251, 2.06020, -2.22817]], "atomic_forces_ev_per_a": [[0.028, 0.523, 0.120], [0.145, 0.063, -0.002], [-0.036, -0.048, 0.117], [0.064, -0.029, 0.040], [-0.047, -0.071, -0.088], [-0.044, 0.041, 0.023], [-0.049, 0.340, 0.043], [-0.010, 0.004, 0.013], [0.020, 0.014, 0.026], [-0.127, 0.057, -0.160], [0.104, -0.217, 0.121], [-0.172, 0.079, -0.240], [-0.115, 0.093, -0.053], [0.020, -0.076, 0.071], [-0.012, -0.032, -0.112], [-0.012, -0.026, 0.105], [0.007, -0.026, 0.043], [-0.021, -0.083, -0.080], [0.025, -0.007, 0.011], [-0.012, 0.010, 0.026], [0.016, 0.000, 0.004], [0.037, 0.101, 0.065], [0.003, 0.008, 0.005], [0.043, 0.077, -0.064], [0.041, -0.020, -0.023], [-0.017, 0.009, 0.000], [0.007, 0.003, 0.004], [-0.001, -0.004, -0.013], [0.056, -0.073, 0.028], [-0.002, -0.011, 0.017], [0.011, 0.020, 0.016], [-0.005, 0.049, 0.079], [-0.005, -0.037, -0.022], [-0.130, 0.001, 0.042], [-0.005, 0.001, 0.016], [0.025, -0.094, -0.043], [0.047, 0.002, -0.009], [0.025, -0.004, 0.014], [-0.027, -0.008, -0.002], [0.045, 0.092, -0.028], [0.048, -0.127, 0.056], [-0.057, 0.000, -0.006], [0.047, 0.679, -0.159], [0.026, -0.056, 0.032], [0.616, -0.681, 0.448], [-0.558, 0.361, -0.870], [-0.251, 0.037, -0.008], [0.399, -0.371, 0.109], [0.117, -0.440, 0.203], [0.052, 0.057, -0.011], [0.017, -0.025, 0.012], [-0.070, 0.129, -0.008], [-0.037, -0.082, 0.049], [-0.022, -0.097, 0.054], [-0.126, 0.016, 0.124], [0.147, -0.118, -0.110], [-0.378, -0.179, 0.208], [0.018, 0.133, -0.140], [0.006, 0.017, 0.002], [0.000, -0.011, -0.001], [0.048, -0.008, -0.052], [0.038, 0.046, -0.038]], "mulliken_charge": [-0.6864, -0.9705, 0.5430, -1.0273, -1.2216, 2.7962, -1.1168, -0.9378, -0.5471, -1.0452, -0.4903, 0.7607, 0.7637, -1.0092, -1.2649, -1.0714, 0.4520, 0.1307, 0.3363, 0.4770, 0.3403, 0.2298, 0.3894, 0.3371, 0.3223, 0.4177, 0.5124, 0.4872, 0.5988, 0.3240, 0.5048, 0.2265, 0.2921, 0.3722, 0.3869, 0.1272, 0.4354, 0.4364, -0.1699, 0.3073, 0.6497, -0.1723, -0.2042, -0.1758, 0.8215, -0.8268, -0.8911, 0.5922, -0.1524, -0.1858, -0.4248, -0.3136, 0.0308, -0.3112, -0.7909, -0.3758, 0.1231, -0.2658, 0.5509, 0.4697, 0.3551, 0.7485]}

{"formula": "CH3FOS", "method": "ωB97M-V/def2-TZVPD", "orbital_gap_ev": [6.4, 9.2], "e_tot_ha": -613.04208, "e_lumo_ev": [-3.504, -2.611], "spin_multiplicity": 1, "symbols": ["C", "O", "F", "S", "H", "H", "H"], "positions_angstrom": [[0.33173, -0.07036, -0.44188], [-0.07180, -1.54232, 1.50692], [-1.36612, 2.02134, 0.43313], [-0.06614, -0.07131, 1.27007], [0.49050, 0.82557, -0.90013], [-0.49069, -0.52753, -1.12671], [1.17253, -0.63538, -0.74141]], "atomic_forces_ev_per_a": [[-2.119, -1.878, -1.842], [-0.630, 1.468, 0.434], [0.574, -1.458, 0.522], [0.070, -0.720, -1.093], [0.124, 3.090, -0.463], [0.780, 0.621, 1.749], [1.201, -1.123, 0.692]], "mulliken_charge": [-0.8919, -0.3684, -0.4625, 0.6263, 0.3998, 0.3093, 0.3874]}

{"formula": "C4H9NO2", "method": "ωB97M-V/def2-TZVPD", "smiles": "O=CNCCCO", "orbital_gap_ev": 10.3, "e_tot_ha": -362.94371, "e_lumo_ev": 0.576, "spin_multiplicity": 1, "symbols": ["O", "C", "N", "C", "C", "C", "O", "H", "H", "H", "H", "H", "H", "H", "H", "H"], "positions_angstrom": [[-3.36997, 1.72428, -0.55025], [-2.60228, 0.97087, 0.05556], [-1.44868, 0.33057, -0.25548], [-0.39806, 0.07005, 0.65398], [1.03017, 0.49872, 0.14185], [1.45555, -0.63381, -0.72844], [1.75251, -1.90239, 0.12907], [-2.85548, 0.53809, 0.99172], [-1.22451, 0.16639, -1.13740], [-0.27012, -0.91847, 0.97766], [-0.67746, 0.68838, 1.52724], [0.76222, 1.52590, 0.07057], [1.80553, 0.41065, 0.96479], [2.57041, -0.24864, -0.93887], [0.86817, -0.80459, -1.68032], [2.60200, -2.41599, -0.22168]], "atomic_forces_ev_per_a": [[1.987, -1.543, 0.236], [-1.616, 0.558, -0.391], [-0.656, 0.834, 1.355], [0.740, 1.519, 2.710], [-1.994, -2.104, 3.658], [5.105, 0.099, -1.517], [0.954, 0.622, -2.074], [-0.812, 0.487, 1.913], [0.941, -0.319, -5.073], [-0.529, -1.723, 0.364], [0.504, -0.468, 0.061], [1.151, 1.083, -2.083], [-1.293, 0.347, -0.378], [-2.300, -1.231, -0.758], [0.683, -0.296, 1.264], [-2.865, 2.136, 0.713]], "mulliken_charge": [-0.5468, 0.0264, -0.0054, -0.6895, -0.7122, -0.2947, -0.5388, 0.3414, 0.0828, 0.4219, 0.4028, 0.4188, 0.2452, 0.2746, 0.2665, 0.3068]}